The molecule C16H16ClN3O2, computed with ωB97M-V/def2-TZVPD.

Last column: Mulliken charge in e.
Cartesian coordinates (Å):
N  -2.187275  0.648994  0.831674  -0.13
Cl  -4.621382  -2.575281  0.746058  -0.20
H  -0.250953  2.426776  -0.075489  0.34
C  6.782041  0.177348  0.570514  -1.49
H  -8.033310  0.508891  -0.711139  0.38
H  7.162619  -0.281893  1.482479  0.31
C  3.186177  -0.589255  -0.281059  0.19
C  -6.077682  1.373891  -0.822653  -0.67
H  -4.020603  1.958227  -0.842212  0.44
C  4.309639  0.117997  0.139821  -0.22
C  -0.757161  0.635269  1.034564  -0.76
C  -4.725718  1.171626  -0.613771  -0.39
H  -2.723295  1.422636  1.188850  0.30
C  -0.021085  1.360755  -0.103117  -0.76
H  -0.350447  0.943903  -1.056212  0.36
N  3.233147  -1.850533  -0.695870  -0.64
H  6.517664  -2.385983  -0.337468  0.42
C  5.582793  -1.847863  -0.309702  -0.42
C  -2.780593  -0.267049  0.027770  0.33
C  -6.527260  -0.861528  -0.072279  -0.54
H  -6.428534  2.322814  -1.198363  0.38
O  2.198785  2.066143  0.476448  -0.65
C  1.481569  1.188855  0.051344  0.62
H  -0.525997  1.100228  1.994172  0.39
H  -7.219439  -1.659002  0.146122  0.43
H  6.585977  1.228108  0.765528  0.33
C  -6.977098  0.355871  -0.550369  -0.40
C  4.407462  -2.457349  -0.706105  -0.56
C  5.538467  -0.523913  0.125637  0.81
H  7.556644  0.095171  -0.190207  0.35
H  -0.449108  -0.414050  1.059187  0.34
C  -5.169664  -1.063149  0.127527  0.38
C  -4.254118  -0.047758  -0.137991  0.30
H  1.217126  -0.716460  -0.657716  0.25
N  1.901642  -0.052567  -0.314552  -0.07
O  -2.168408  -1.167173  -0.504908  -0.61
H  4.213772  1.139891  0.465115  0.49
H  4.393601  -3.482575  -1.051632  0.38

Atomic forces in eV per Å
N 0.093 0.269 0.220
Cl -0.069 -0.224 0.107
H 0.085 -0.066 -0.039
C 0.000 0.008 0.020
H -0.093 0.003 -0.010
H 0.059 0.019 0.051
C 0.430 -0.158 0.040
C -0.068 0.052 -0.005
H 0.070 0.063 -0.021
C 0.057 0.058 0.027
C 0.124 -0.086 -0.229
C 0.015 -0.110 0.050
H -0.064 -0.146 0.003
C 0.074 -0.006 0.216
H -0.035 -0.006 -0.002
N -0.472 0.145 -0.031
H 0.090 -0.087 -0.018
C -0.037 0.100 0.029
C -0.147 0.274 0.163
C 0.117 -0.070 0.028
H -0.029 0.074 -0.042
O 0.234 0.224 0.163
C -0.559 0.116 -0.200
H -0.007 -0.067 -0.043
H -0.046 -0.087 0.036
H 0.050 0.067 0.024
C 0.039 0.058 -0.019
C 0.264 -0.030 0.035
C -0.226 -0.236 -0.124
H 0.070 0.032 -0.012
H -0.010 0.154 0.115
C 0.017 0.241 -0.089
C -0.161 -0.163 -0.150
H 0.041 0.124 0.032
N -0.138 -0.323 -0.137
O 0.149 -0.177 -0.184
H -0.009 0.048 0.010
H 0.093 -0.086 -0.015

Summary:
Structure (SMILES): Cc1ccnc(NC(=O)CCNC(=O)c2ccccc2Cl)c1
Spin multiplicity: 1
ΔE to the lowest compared entry with this formula, charge and spin, kcal per mole: 0.0
Highest occupied orbital energy, eV: -8.78
Total energy, hartree: -1394.3078
Maximum force, eV/A: 0.60



The molecule C26H23N5O3 in a non-equilibrium geometry, computed with ωB97M-V/def2-TZVPD.

Last column: Mulliken charge in e.
Cartesian coordinates (Å):
H  3.701533  -2.836718  2.748235  0.48
H  4.195751  -3.139848  -1.511580  0.55
H  5.041601  -0.697726  -0.946275  0.03
C  3.819333  -2.968995  -0.524032  -0.98
C  -5.253511  2.528755  -0.325788  -0.58
N  2.708591  2.250612  0.582301  0.01
H  -3.444047  -0.577769  -1.687063  0.34
H  4.483360  0.115288  -2.391577  0.30
C  3.623835  -2.838830  1.679547  -0.68
N  -1.440784  -2.268958  -0.553735  -0.65
C  -4.108731  2.677340  -1.089605  -0.51
C  4.561263  1.349722  -0.666672  0.85
C  -4.853051  -1.639253  1.181502  -0.96
C  -1.346788  -0.348574  0.832488  0.26
H  -5.130131  -0.941819  1.975715  0.45
O  0.959100  3.129316  1.766701  -0.68
H  2.941198  4.074891  1.500909  0.48
C  1.410597  -2.119363  -1.040291  -1.09
C  -5.741729  1.266272  -0.045055  -0.40
H  -5.759841  3.400121  0.063109  0.38
C  -3.463382  1.556896  -1.581361  -0.58
C  5.096883  0.236464  -1.501268  -1.02
C  -0.745181  -1.314434  -0.072441  0.89
H  5.302499  4.353342  0.703422  0.42
C  0.653354  1.012133  0.741244  1.00
C  4.728400  3.478506  0.448829  -0.68
H  6.304851  2.558730  -0.700792  0.43
C  2.581320  -2.505371  -0.190353  0.78
C  3.220116  1.230407  -0.186260  0.09
H  -2.566211  1.665277  -2.175216  0.43
C  1.361324  2.201986  1.098914  -0.32
N  -3.423540  -1.573292  1.034719  -0.13
H  -6.635858  -1.256485  0.026202  0.45
H  -2.968569  -2.168490  0.342607  0.33
C  -5.098229  0.135662  -0.529359  0.67
H  1.777562  -1.749228  -2.002127  0.22
C  -3.956801  0.294324  -1.305402  -0.23
C  4.499701  -3.186055  0.700560  -0.19
C  -2.744885  -0.459431  1.371541  0.18
C  3.454408  3.346504  0.889876  -0.47
H  -3.718024  3.663085  -1.295966  0.40
H  -1.136493  1.485801  1.848754  0.63
C  1.276759  0.037359  -0.041910  0.61
H  -6.625710  1.154586  0.566618  0.39
H  -0.992374  -2.898974  -1.206617  0.18
N  2.532251  0.157127  -0.496059  -0.44
H  6.124951  0.430621  -1.792458  0.39
H  0.789856  -3.003250  -1.215228  0.46
O  -3.194552  0.409208  2.099505  -0.72
C  -5.556543  -1.237069  -0.131365  -1.11
N  0.610810  -1.098715  -0.383088  0.07
H  5.499324  -3.547961  0.826394  0.45
H  -5.141445  -2.654761  1.467435  0.38
H  -5.300037  -1.961437  -0.907428  0.35
C  5.290229  2.457766  -0.346398  -0.52
O  2.458070  -2.432025  1.148782  -0.28
C  -0.662386  0.766752  1.196875  -1.11

Atomic forces in eV per Å
H -0.092 0.036 0.152
H 0.035 0.021 -0.261
H 0.029 -0.082 -0.030
C -0.766 0.108 0.014
C -0.050 0.087 0.055
N 0.169 -0.364 -0.268
H 0.042 -0.102 -0.022
H -0.015 -0.082 -0.113
C 0.912 -0.276 0.014
N -0.114 -0.664 -0.396
C 0.062 0.113 -0.012
C 0.365 0.345 0.025
C -0.233 0.021 0.112
C 0.323 0.730 0.352
H -0.049 -0.165 -0.043
O -0.009 -0.005 0.011
H 0.000 -0.061 -0.032
C 0.040 -0.352 0.051
C 0.007 -0.028 -0.061
H -0.042 0.069 0.031
C 0.105 0.035 -0.057
C -0.045 -0.017 0.059
C 0.100 0.096 -0.132
H -0.025 0.105 0.070
C 0.282 -0.286 -0.232
C -0.329 0.021 0.148
H 0.103 -0.046 -0.067
C 0.617 -0.454 -0.698
C -0.074 0.111 0.109
H 0.058 0.013 -0.053
C -0.349 -0.123 0.070
N -0.118 -0.230 -0.032
H -0.034 -0.048 -0.053
H -0.012 0.088 0.087
C -0.143 -0.066 -0.171
H -0.030 -0.134 0.120
C -0.100 0.015 -0.096
C -0.250 0.089 0.490
C -0.001 -0.257 0.177
C 0.469 0.653 0.169
H 0.021 0.078 -0.021
H -0.121 0.012 0.024
C 0.149 1.056 0.400
H -0.097 -0.018 0.077
H 0.152 0.200 0.076
N -0.184 -0.267 -0.255
H 0.077 0.027 -0.026
H 0.112 0.272 0.025
O -0.032 0.272 0.079
C 0.183 0.055 0.267
N -0.005 -0.073 -0.031
H 0.201 -0.075 0.117
H -0.025 0.097 0.043
H -0.074 -0.016 -0.026
C -0.322 -0.324 -0.056
O -0.587 0.161 -0.101
C -0.288 -0.374 -0.075

Summary:
Structure (SMILES): [H]/N=c1/c(C(=O)NCCc2ccccc2)cc2c(=O)n3cccc(C)c3nc2n1Cc1ccco1
Spin multiplicity: 1
ΔE to the lowest compared entry with this formula, charge and spin, kcal per mole: 0.0
Highest occupied orbital energy, eV: -7.98
Total energy, hartree: -1504.1311
Maximum force, eV/A: 1.14



The molecule C4H8IOP in a non-equilibrium geometry, computed with ωB97M-V/def2-TZVPD.

Last column: Mulliken charge in e.
Cartesian coordinates (Å):
I  -3.312591  -0.159499  -0.111401  -0.09
P  -1.677112  -0.195885  1.652126  0.02
C  0.086241  -0.457865  -0.604064  -0.47
H  0.505874  0.641610  1.682038  0.21
H  1.014977  -0.658456  -1.029071  0.51
H  0.320119  -1.646037  1.260362  0.35
H  0.599483  1.789456  -0.542961  0.41
H  -0.945114  -2.894914  -0.966438  0.32
C  -0.366000  -1.442687  0.428424  -0.35
C  -0.135603  1.091528  -0.231337  -0.78
H  -0.665907  -0.450496  -1.449227  0.23
H  -1.062752  1.356660  -0.783058  0.19
H  -0.516515  2.143289  1.599077  0.46
C  -0.475278  1.134326  1.263479  -0.50
O  -0.421538  -2.767609  -0.172202  -0.51

Atomic forces in eV per Å
I -0.858 0.309 -0.338
P 0.914 -1.740 -0.791
C -2.746 2.796 -1.086
H -1.666 0.991 0.104
H 1.758 -0.448 -0.459
H 0.195 0.288 -0.414
H 1.089 0.324 -0.095
H -0.401 0.807 -0.096
C 0.430 -0.302 0.708
C -1.916 -1.871 0.104
H 0.873 -1.096 0.586
H 0.614 0.240 0.273
H -0.647 0.559 0.805
C 2.852 -1.809 -0.965
O -0.492 0.952 1.665

Summary:
Structure (SMILES): O[C@H]1CCCP1I
Spin multiplicity: 1
ΔE to the lowest compared entry with this formula, charge and spin, kcal per mole: 48.7
Highest occupied orbital energy, eV: -8.69
Total energy, hartree: -871.4443
Maximum force, eV/A: 4.07



A cluster of 2 separate species, C3H5F2IO in total in a non-equilibrium geometry, computed with ωB97M-V/def2-TZVPD.

Last column: Mulliken charge in e.
Cartesian coordinates (Å):
C  1.129268  1.149366  -0.302926  -0.92
H  1.984563  0.497617  -0.202115  0.31
H  -2.227839  -1.097104  -0.068474  0.17
F  -3.111962  2.678529  -0.045612  -0.15
H  0.717424  0.929298  -1.222309  0.28
I  -3.593601  -0.515971  -0.524054  0.02
F  -2.746158  1.576716  1.709658  -0.13
H  -0.033537  1.652646  1.375629  0.40
H  1.376853  2.217162  -0.319572  0.31
O  -0.215086  -0.377148  0.876116  -0.57
C  -2.436148  1.607018  0.389504  0.05
C  0.245910  0.781276  0.791069  0.24

Atomic forces in eV per Å
C 1.664 0.915 0.840
H 0.710 0.108 -0.124
H 1.206 -0.390 0.417
F 0.094 -0.746 0.154
H -1.171 -0.683 -1.988
I -1.749 -0.461 -0.765
F 0.104 -0.084 -1.087
H -0.420 -0.297 1.178
H 0.259 -0.324 0.248
O 1.135 2.871 0.590
C 0.211 1.936 1.239
C -2.043 -2.845 -0.700

Summary:
Spin multiplicity: 1
ΔE to the lowest compared entry with this formula, charge and spin, kcal per mole: 67.5
Highest occupied orbital energy, eV: -9.06
Total energy, hartree: -689.8373
Maximum force, eV/A: 3.57